1.
The following is a quantum chemistry calculation of a molecular structure, C27H41Ge2O4RuS, from the Open Molecules 2025 dataset.

Last column: Löwdin charge in e.
Cartesian coordinates (Å):
Ru 0.81513 0.17178 -0.38451  1.08
C 0.36989 2.98302 1.18576  -0.02
O 1.17233 1.80891 0.93856  -0.38
C 2.01826 1.40851 2.04835  -0.12
C 1.61168 0.01875 2.45609  -0.11
O 1.62647 -0.84833 1.26301  -0.39
C 2.91173 -1.53762 1.14797  0.00
H 1.02858 3.84481 1.28788  0.11
H -0.22538 2.84577 2.08795  0.10
H -0.27309 3.11796 0.32145  0.07
H 1.87644 2.10837 2.87129  0.15
H 3.05335 1.46792 1.70901  0.12
H 0.59388 0.01079 2.83762  0.11
H 2.27880 -0.42641 3.19132  0.15
H 3.00501 -2.18637 2.01591  0.12
H 3.71980 -0.81069 1.11025  0.11
H 2.88898 -2.12215 0.23768  0.08
C -2.34123 2.21054 -1.28052  -0.21
Ge -2.57055 0.29023 -1.26153  0.93
C -2.03883 -0.66616 -2.85770  -0.21
C -4.02505 -0.43115 -0.19999  -0.19
Ge -1.05132 -1.09033 0.74965  1.06
C -1.06931 -3.00414 0.47303  -0.36
C -1.92131 -3.62589 -0.44096  -0.11
C -1.91841 -5.00671 -0.58090  -0.04
C -1.05571 -5.78199 0.18243  -0.03
C -0.19725 -5.17549 1.09118  -0.05
C -0.20978 -3.79753 1.24169  -0.14
C -1.72984 -0.62661 2.48062  -0.38
C -1.92931 -1.56462 3.49899  -0.07
C -2.48938 -1.17139 4.70302  -0.03
C -2.88543 0.14935 4.88692  -0.02
C -2.71388 1.08892 3.87439  -0.04
C -2.12590 0.70167 2.68220  -0.16
H -2.69250 2.57580 -2.24871  0.05
H -1.29313 2.48814 -1.19580  -0.02
H -2.92134 2.69371 -0.49653  0.05
H -2.93543 -0.75340 -3.47964  0.06
H -1.68538 -1.67099 -2.64182  0.01
H -1.29455 -0.10971 -3.42603  0.03
H -4.91078 -0.13590 -0.77782  0.06
H -4.08804 0.03400 0.78074  0.03
H -4.02944 -1.51486 -0.11074  0.03
H -2.60208 -3.05069 -1.05739  0.08
H -2.59263 -5.47782 -1.28356  0.12
H -1.05923 -6.85840 0.07696  0.13
H 0.46781 -5.78013 1.69334  0.12
H 0.45134 -3.34877 1.97674  0.10
H -1.66347 -2.60370 3.34388  0.11
H -2.63886 -1.89296 5.49447  0.13
H -3.34047 0.44534 5.82281  0.13
H -3.04172 2.10933 4.02114  0.12
H -1.98494 1.43644 1.89287  0.08
C 4.70536 1.60611 -2.34265  -0.18
S 3.42094 1.80695 -1.11922  1.04
O 2.71987 0.41580 -1.15668  -0.63
C 2.27304 2.87596 -1.94927  -0.42
C 1.41525 2.36372 -2.91893  -0.10
C 0.53148 3.22653 -3.55167  -0.06
C 0.51571 4.57632 -3.21484  -0.03
C 1.37946 5.07175 -2.24732  -0.02
C 2.26379 4.21736 -1.59862  -0.07
H 4.26521 1.29478 -3.28758  0.08
H 5.40078 0.86349 -1.95521  0.08
H 5.21183 2.56637 -2.44537  0.09
H 1.49993 1.32691 -3.23157  0.10
H -0.11727 2.86025 -4.33648  0.12
H -0.16063 5.24885 -3.72503  0.13
H 1.37253 6.12499 -2.00134  0.13
H 2.94092 4.59899 -0.84359  0.13
C 1.50423 -2.65721 -1.86551  -0.03
O 0.70456 -1.43366 -1.82483  -0.29
H 2.56210 -2.40573 -1.91537  0.09
H 1.20716 -3.22268 -2.74569  0.11
H 1.25468 -3.22215 -0.97244  0.08
H 0.78452 -1.04286 -2.70383  0.09

Summary:
- DFT total energy: -163274.5556 eV
- Gap between HOMO and LUMO: 0.24647 hartree
- Net charge: +3
- Energy relative to the best compared isomer or geometry (same formula, charge and spin): 0.0000 eV

=====

2.
The following is a quantum chemistry calculation of a molecular structure, C25H27Cl3KNO6P at a distorted geometry, from the Open Molecules 2025 dataset.

Last column: natural (NBO) charge in e.
Cartesian coordinates (Å):
K 0.12055 0.12620 0.04833  0.90
Cl 0.00941 -2.89212 -7.10318  -0.05
C -0.03944 -1.95414 -5.62491  -0.09
C -0.32023 -2.58118 -4.42273  -0.28
C -0.35561 -1.82926 -3.26329  -0.05
Cl -0.71801 -2.61371 -1.74376  -0.05
C -0.11925 -0.42168 -3.20624  0.32
O -0.16635 0.24380 -2.12823  -0.82
C 0.15564 0.14263 -4.49265  -0.12
Cl 0.43592 1.86106 -4.55700  -0.02
C 0.19747 -0.58741 -5.66417  -0.25
H -0.50570 -3.64811 -4.38990  0.23
H 0.41430 -0.09458 -6.60420  0.23
O -0.84752 2.25400 1.80647  -0.78
C -2.25220 2.03722 1.76178  -0.07
C -2.88909 3.18406 0.98846  -0.40
C -2.32577 3.33648 -0.43612  -0.44
C -2.84597 2.35348 -1.46184  0.24
C -3.16934 2.78136 -2.74972  -0.26
C -3.54186 1.85103 -3.70537  -0.16
C -3.61029 0.51306 -3.34949  -0.28
C -3.29732 0.17569 -2.04477  0.06
N -2.92113 1.06257 -1.12148  -0.46
H -0.40216 1.42204 2.07838  0.50
H -2.67353 1.99344 2.77119  0.15
H -2.49322 1.10370 1.25498  0.18
H -2.69013 4.10640 1.53859  0.20
H -3.97365 3.03950 0.95123  0.20
H -1.24007 3.22447 -0.37642  0.24
H -2.51899 4.34545 -0.80372  0.20
H -3.09689 3.83232 -3.00273  0.21
H -3.77318 2.16656 -4.71589  0.21
H -3.87008 -0.25289 -4.06950  0.22
H -3.31839 -0.86340 -1.72722  0.19
O 1.49703 -0.09471 4.33517  -0.70
C 1.30546 0.46944 3.25368  0.77
O 0.65582 0.01400 2.23620  -0.88
C 1.83614 1.88336 3.04588  -0.14
C 1.72921 2.79221 4.08509  -0.18
C 1.95269 4.16176 3.89162  -0.26
C 2.30069 4.55628 2.62582  0.21
O 2.58350 5.82466 2.16888  -0.49
C 2.76009 5.70101 0.75520  0.24
O 2.85126 4.31318 0.45539  -0.50
C 2.45290 3.64989 1.59746  0.29
C 2.24099 2.30794 1.76747  -0.25
H 1.42071 2.42082 5.05658  0.23
H 1.85072 4.88098 4.69687  0.22
H 3.67854 6.20353 0.45789  0.16
H 1.90318 6.13685 0.23742  0.15
H 2.38937 1.60809 0.94941  0.22
C 3.55845 -1.82096 2.16725  -0.95
P 2.30896 -1.85676 0.81617  0.81
C 3.16648 -3.03150 -0.33201  -0.94
C 1.12730 -3.04104 1.59224  -0.94
H 3.90652 -2.83261 2.39213  0.20
H 3.09857 -1.39629 3.06193  0.27
H 4.41360 -1.20099 1.88739  0.22
H 3.60031 -3.88454 0.20128  0.20
H 3.95667 -2.51014 -0.87827  0.22
H 2.44053 -3.39913 -1.06370  0.23
H 1.61607 -3.99656 1.80238  0.21
H 0.27294 -3.21261 0.93173  0.22
H 0.76768 -2.59256 2.52229  0.26

Summary:
- DFT total energy: -103323.2991 eV
- Gap between HOMO and LUMO: 0.26182 hartree
- Net charge: -1
- Energy relative to the best compared isomer or geometry (same formula, charge and spin): 1.3647 eV

=====

3.
The following is a quantum chemistry calculation of a molecular structure, C24H13Co2N2O7 at a distorted geometry, from the Open Molecules 2025 dataset.

Last column: natural (NBO) charge in e.
Cartesian coordinates (Å):
O 3.70989 -3.12608 1.13528  -0.50
C 3.08093 -2.16790 0.96386  0.59
Co 2.09179 -0.75027 0.61005  0.02
C 0.98520 -1.63164 -0.44508  0.56
O 0.28365 -2.27927 -1.08931  -0.51
C 0.78425 -0.97233 2.14434  0.41
O 0.25117 -1.65519 2.93096  -0.54
C 2.57590 1.03236 0.80752  -0.56
C 2.82628 0.65431 -0.42472  0.11
C 3.46696 0.85575 -1.72022  -0.36
C 2.57792 0.28550 -2.84222  0.14
C 3.22536 -0.18890 -3.99224  -0.23
C 2.45831 -0.71577 -5.01520  -0.22
C 1.07873 -0.84270 -4.84188  -0.24
C 0.43715 -0.30778 -3.72407  -0.20
C 1.19110 0.26299 -2.70495  -0.29
Co 0.69294 1.10516 1.69521  -0.08
C 0.40039 1.70849 3.29961  0.50
O 0.28700 2.12750 4.37061  -0.51
C -0.76142 0.83192 0.73695  0.51
O -1.66771 0.66074 0.03519  -0.52
C 0.68103 2.75895 1.10494  0.61
O 0.73741 3.82509 0.66078  -0.48
H 3.22415 1.53368 1.55400  0.26
H 4.34268 0.16267 -1.65256  0.29
H 4.31976 -0.14177 -4.05338  0.24
H 2.96232 -1.06533 -5.90387  0.21
H 0.49440 -1.36612 -5.59072  0.20
H -0.64329 -0.35914 -3.60520  0.21
H 0.70755 0.72123 -1.83066  0.21
O 6.23401 1.06822 -2.79865  -0.65
C 5.36883 1.88784 -3.08052  0.52
C 5.38847 2.84734 -4.20968  -0.17
C 4.21011 3.60275 -4.27176  0.12
C 4.10281 4.60008 -5.25010  -0.25
C 5.17420 4.83364 -6.12231  -0.22
C 6.33694 4.05252 -6.04762  -0.23
C 6.42484 3.02582 -5.11531  -0.18
C 3.22753 3.15506 -3.23320  -0.46
C 4.05770 2.17577 -2.32176  -0.19
N 4.71061 3.17612 -1.11282  -0.17
N 4.57780 3.25496 0.01219  -0.21
H 3.19409 5.19012 -5.37368  0.20
H 5.11999 5.61059 -6.88606  0.20
H 7.15779 4.22245 -6.73830  0.20
H 7.27292 2.35354 -5.05580  0.22
H 2.85521 3.98845 -2.62492  0.21
H 2.38067 2.65158 -3.71259  0.23

Summary:
- DFT total energy: -117661.4029 eV
- Gap between HOMO and LUMO: 0.13868 hartree
- Net charge: -1
- Energy relative to the best compared isomer or geometry (same formula, charge and spin): 0.0633 eV

=====

4.
The following is a quantum chemistry calculation of a single C6H8N2O2 molecule at a distorted geometry, from the Open Molecules 2025 dataset.

Last column: natural (NBO) charge in e.
Cartesian coordinates (Å):
C 2.28562 1.74688 1.89421  0.88
C 0.82365 -0.10084 1.24624  -0.22
C 0.76229 -0.82153 -0.05958  -0.41
C 0.36299 0.01415 -1.28095  -0.41
C -1.16460 0.28855 -1.22291  -0.21
C -2.96245 -1.07751 -0.53825  0.87
H 1.10731 -0.89903 1.98229  0.21
H -0.15831 0.25054 1.45633  0.19
H 1.71826 -1.35248 -0.23790  0.22
H 0.08417 -1.64675 0.08212  0.22
H 0.84123 1.02750 -1.28805  0.23
H 0.61324 -0.49405 -2.27268  0.22
H -1.41261 0.89984 -0.28504  0.18
H -1.62553 0.82937 -2.05395  0.22
N 1.83471 0.88858 1.14408  -0.57
N -1.95236 -0.95205 -1.17325  -0.56
O 2.79854 2.63764 2.47639  -0.51
O -3.95615 -1.23881 0.13091  -0.53

Summary:
- DFT total energy: -13426.4031 eV
- Gap between HOMO and LUMO: 0.40425 hartree
- Energy relative to the best compared isomer or geometry (same formula, charge and spin): 0.9702 eV
- Structure (SMILES): O=C=NCCCCN=C=O

=====

Number 1: LUMO -10.19 eV, HOMO level -0.62111 Eh. Number 2: LUMO 2.34 eV, HOMO level -0.17581 Eh. Number 3: LUMO 1.67 eV, HOMO level -0.07713 Eh. Number 4: LUMO 0.48 eV, HOMO level -0.38655 Eh.